Model one:
This record from the OMol25 dataset describes 16 unconnected molecules or ions with the total composition C64H176N16O16. The level of theory is wB97M-V/def2-TZVPD.

E_HOMO: -8.346 eV
net charge: 0

XYZ file:
```
272
Properties=species:S:1:pos:R:3:mulliken_charge:R:1
C -0.031 -3.423 5.589 -1.02
C -0.097 -3.929 4.203 1.53
C 1.110 -3.723 3.337 -0.25
O 0.673 -4.001 2.008 0.11
C 1.679 -4.364 1.141 -0.76
N -0.541 -5.316 4.279 -0.58
H 0.256 -2.327 5.626 -0.03
H 0.749 -3.897 6.183 0.50
H -0.997 -3.624 6.060 0.26
H -0.943 -3.467 3.653 -0.90
H 1.980 -4.343 3.676 0.60
H 1.543 -2.694 3.380 -0.71
H 2.410 -3.564 1.045 0.04
H 1.291 -4.568 0.181 0.08
H 2.237 -5.171 1.615 0.47
H 0.131 -5.887 4.772 0.29
H -0.692 -5.621 3.318 0.26
C 3.879 -1.881 7.850 -1.43
C 3.997 -2.774 6.557 0.39
C 3.934 -1.926 5.271 0.38
O 4.258 -2.724 4.159 -0.55
C 4.484 -1.966 2.977 -0.27
N 5.322 -3.388 6.710 -0.73
H 2.920 -1.364 7.851 0.28
H 4.784 -1.310 7.914 0.40
H 3.836 -2.665 8.617 0.40
H 3.168 -3.510 6.483 0.31
H 4.710 -1.154 5.289 -0.07
H 2.923 -1.474 5.134 -0.12
H 3.689 -1.204 2.774 0.06
H 4.429 -2.663 2.141 -0.09
H 5.458 -1.450 3.015 0.57
H 5.697 -3.753 5.870 0.21
H 5.335 -4.095 7.428 0.25
C -0.390 -5.566 -4.306 -1.97
C 0.390 -4.681 -3.278 0.74
C -0.613 -3.763 -2.579 0.42
O -0.961 -2.768 -3.506 -0.20
C -2.063 -1.984 -2.939 -0.81
N 1.223 -5.485 -2.365 -0.40
H -1.063 -6.225 -3.700 0.44
H 0.242 -6.265 -4.790 0.55
H -0.999 -4.910 -4.927 0.33
H 1.054 -3.997 -3.800 -0.55
H -0.091 -3.338 -1.726 -0.29
H -1.498 -4.323 -2.187 0.26
H -1.988 -0.973 -3.375 0.13
H -1.997 -1.845 -1.847 0.36
H -2.917 -2.525 -3.306 0.43
H 0.553 -6.048 -1.869 0.28
H 1.799 -6.157 -2.927 0.27
C 3.836 6.085 1.134 -1.52
C 2.339 5.694 0.755 -0.10
C 2.196 5.264 -0.687 0.09
O 0.839 5.315 -0.872 -0.45
C 0.518 4.795 -2.127 -0.23
N 1.625 4.884 1.726 -0.24
H 4.084 7.018 0.601 0.51
H 4.520 5.308 0.760 0.10
H 3.906 6.172 2.198 0.42
H 1.884 6.654 0.809 0.38
H 2.604 4.283 -0.890 -0.03
H 2.803 5.989 -1.307 0.30
H 1.063 5.210 -2.972 0.46
H -0.531 5.003 -2.324 0.24
H 0.713 3.743 -2.261 -0.17
H 1.928 3.886 1.676 -0.18
H 0.633 4.881 1.546 0.26
C 4.898 -4.217 -1.211 -1.78
C 4.340 -3.234 -2.239 3.04
C 4.444 -3.908 -3.675 -0.05
O 5.753 -4.250 -4.066 -0.54
C 6.450 -3.251 -4.816 -0.28
N 2.940 -2.978 -1.942 1.51
H 4.958 -3.727 -0.240 0.18
H 5.894 -4.401 -1.534 0.62
H 4.288 -5.130 -1.230 0.28
H 4.853 -2.276 -2.058 -1.99
H 4.002 -3.297 -4.485 -0.03
H 3.873 -4.838 -3.648 -0.07
H 6.025 -2.926 -5.742 0.22
H 7.400 -3.727 -5.040 0.32
H 6.649 -2.427 -4.096 -0.03
H 2.503 -2.463 -2.703 -0.76
H 2.346 -3.787 -1.816 -0.62
C 3.553 4.214 -4.246 -1.09
C 2.564 3.721 -5.240 1.22
C 2.037 4.787 -6.170 -0.91
O 1.344 5.808 -5.489 -0.26
C 0.376 6.538 -6.188 -0.85
N 3.203 2.659 -6.025 -0.31
H 4.477 4.402 -4.771 0.48
H 3.780 3.563 -3.435 -0.34
H 3.245 5.179 -3.778 0.33
H 1.678 3.377 -4.736 -0.16
H 1.359 4.346 -6.963 0.28
H 2.875 5.236 -6.797 0.40
H 0.011 7.393 -5.665 0.26
H -0.511 5.909 -6.438 0.27
H 0.819 6.992 -7.122 0.30
H 2.475 2.139 -6.476 -0.05
H 3.650 3.202 -6.766 0.42
C -6.922 -1.783 1.398 -1.69
C -5.490 -1.203 1.257 0.92
C -4.694 -1.997 0.326 0.13
O -4.297 -3.211 1.023 0.04
C -3.819 -4.255 0.172 -0.86
N -5.700 0.156 0.741 -0.11
H -6.853 -2.771 1.825 0.34
H -7.350 -1.723 0.420 0.39
H -7.486 -1.236 2.096 0.37
H -4.865 -1.324 2.198 -0.12
H -3.814 -1.390 0.089 -0.71
H -5.226 -2.234 -0.590 0.63
H -3.651 -5.201 0.729 0.30
H -2.860 -3.910 -0.242 0.10
H -4.376 -4.549 -0.696 0.37
H -6.190 0.696 1.443 0.18
H -4.810 0.647 0.750 -0.14
C 2.108 -3.160 -6.896 -1.56
C 1.992 -1.693 -6.548 0.50
C 0.814 -1.018 -7.280 -1.01
O 0.855 0.372 -7.026 0.00
C 0.150 1.210 -7.884 -0.81
N 1.776 -1.601 -5.065 0.81
H 1.212 -3.724 -6.597 0.18
H 3.006 -3.555 -6.543 0.37
H 2.210 -3.254 -7.999 0.49
H 2.881 -1.140 -6.888 0.21
H -0.158 -1.438 -6.965 0.23
H 0.892 -1.103 -8.357 0.46
H -0.878 0.886 -8.007 0.46
H 0.657 1.183 -8.880 0.39
H 0.111 2.250 -7.549 -0.05
H 1.822 -0.651 -4.692 -0.43
H 0.843 -1.862 -4.796 -0.16
C -5.055 -5.411 4.079 -0.93
C -4.734 -4.552 5.334 0.37
C -4.826 -5.461 6.508 -1.03
O -6.125 -5.857 6.763 -0.32
C -6.279 -6.629 7.969 -0.75
N -3.358 -4.036 5.289 -0.23
H -4.309 -6.181 3.877 0.29
H -5.065 -4.751 3.251 -0.03
H -6.067 -5.873 4.098 0.40
H -5.454 -3.743 5.464 0.35
H -4.427 -4.968 7.396 0.53
H -4.196 -6.313 6.308 0.38
H -5.806 -6.272 8.873 0.32
H -5.825 -7.660 7.834 0.29
H -7.361 -6.789 8.154 0.25
H -2.760 -4.897 5.336 0.21
H -3.178 -3.628 4.368 -0.06
C 1.048 1.561 5.425 -2.24
C 0.192 1.385 4.150 1.87
C -1.224 1.883 4.400 0.61
O -1.867 1.295 5.518 -0.51
C -2.739 0.195 5.277 -0.29
N 0.906 2.194 3.123 1.28
H 0.980 2.601 5.732 0.51
H 2.087 1.310 5.278 0.42
H 0.658 0.931 6.215 0.48
H 0.147 0.425 3.725 -1.22
H -1.867 1.752 3.522 -0.83
H -1.163 2.967 4.609 0.32
H -2.292 -0.774 4.987 0.03
H -3.442 0.472 4.448 0.13
H -3.261 0.017 6.223 0.33
H 0.371 2.319 2.239 -1.15
H 1.186 3.117 3.469 0.49
C 4.047 0.213 -3.595 1.55
C 5.134 1.121 -3.157 1.46
C 6.188 0.458 -2.283 -1.77
O 5.600 0.114 -1.059 0.82
C 6.466 -0.740 -0.361 -0.92
N 5.836 1.672 -4.336 -0.73
H 3.223 0.818 -4.053 -0.72
H 3.613 -0.411 -2.824 -0.94
H 4.432 -0.465 -4.333 0.23
H 4.742 1.971 -2.557 -0.55
H 7.011 1.195 -2.055 0.18
H 6.741 -0.441 -2.686 0.27
H 7.369 -0.183 0.013 0.26
H 6.836 -1.460 -1.099 0.44
H 5.955 -1.181 0.460 -0.11
H 5.114 1.946 -4.985 0.29
H 6.350 0.874 -4.734 0.41
C -2.683 4.145 1.508 -1.49
C -2.361 2.739 0.896 1.20
C -3.201 2.456 -0.351 -0.84
O -2.866 1.185 -0.848 0.26
C -3.875 0.815 -1.810 -0.34
N -0.914 2.648 0.708 2.29
H -2.210 4.788 0.786 0.42
H -2.256 4.180 2.509 0.23
H -3.772 4.260 1.632 0.23
H -2.610 1.917 1.582 -0.81
H -3.001 3.208 -1.106 -0.55
H -4.235 2.510 -0.141 0.78
H -3.522 1.041 -2.837 -0.05
H -4.889 1.205 -1.551 0.33
H -3.972 -0.292 -1.814 -0.07
H -0.551 3.455 0.185 -0.43
H -0.690 1.898 0.083 -1.44
C -1.949 3.077 -5.352 -0.07
C -3.378 3.628 -5.242 0.54
C -3.489 4.670 -4.122 0.08
O -4.856 5.006 -3.897 -0.45
C -5.064 5.984 -2.935 -0.61
N -3.849 4.179 -6.497 -0.78
H -1.889 2.369 -6.189 0.19
H -1.650 2.581 -4.398 0.00
H -1.299 3.869 -5.620 -0.40
H -3.975 2.769 -4.900 0.21
H -2.993 5.576 -4.463 0.61
H -3.040 4.221 -3.196 -0.57
H -4.627 6.913 -3.244 0.35
H -4.537 5.711 -1.981 0.15
H -6.153 6.111 -2.836 0.25
H -4.704 4.703 -6.298 0.26
H -4.089 3.506 -7.194 0.22
C -9.918 1.243 0.653 -1.33
C -9.609 1.419 2.115 1.01
C -8.811 2.699 2.336 -1.02
O -7.603 2.525 1.587 -0.14
C -6.991 3.753 1.332 -0.63
N -10.870 1.511 2.947 -0.74
H -10.399 0.293 0.348 0.38
H -8.991 1.173 0.023 0.22
H -10.466 2.059 0.238 0.37
H -9.022 0.557 2.440 -0.14
H -8.578 2.988 3.356 0.36
H -9.475 3.490 1.932 0.36
H -7.759 4.556 1.226 0.47
H -6.525 3.600 0.336 0.06
H -6.301 4.020 2.138 0.21
H -11.424 0.665 2.754 0.28
H -10.627 1.510 3.966 0.28
C 6.322 2.244 1.831 -1.58
C 5.208 2.164 2.861 1.92
C 5.304 3.206 3.942 -0.55
O 6.363 3.066 4.862 -0.43
C 5.998 2.120 5.858 -0.58
N 3.973 2.381 2.125 0.45
H 6.170 3.180 1.348 0.19
H 6.145 1.518 1.008 0.19
H 7.373 2.261 2.165 0.43
H 5.247 1.170 3.340 -0.68
H 4.298 3.274 4.428 0.39
H 5.445 4.187 3.410 0.09
H 5.916 1.064 5.502 0.12
H 5.047 2.442 6.279 0.30
H 6.823 2.179 6.598 0.30
H 3.933 1.641 1.433 -0.40
H 3.165 2.289 2.697 -0.26
C 0.805 0.363 -1.373 -0.34
C 1.494 0.288 -0.033 1.67
C 0.722 -0.617 0.993 0.36
O -0.685 -0.260 1.079 1.53
C -1.398 -1.213 1.752 0.64
N 2.853 -0.249 -0.012 1.14
H -0.275 0.499 -1.294 -0.22
H 1.009 -0.585 -1.927 -0.45
H 1.206 1.168 -1.988 -0.18
H 1.451 1.282 0.433 -0.38
H 1.121 -0.422 1.996 -0.54
H 0.906 -1.704 0.844 -0.49
H -1.010 -1.415 2.788 -0.96
H -1.508 -2.149 1.214 0.04
H -2.410 -0.799 1.868 -0.31
H 3.518 0.266 -0.561 -0.41
H 2.779 -1.209 -0.420 -1.06
```

Model two:
This record from the OMol25 dataset describes 16 unconnected molecules or ions with the total composition C64H176N16O16. The level of theory is wB97M-V/def2-TZVPD.

E_HOMO: -8.990 eV
net charge: 0

XYZ file:
```
272
Properties=species:S:1:pos:R:3:mulliken_charge:R:1
C 6.943 -8.445 -4.617 -1.40
C 6.351 -8.355 -3.191 0.41
C 5.322 -7.156 -3.030 -0.56
O 4.753 -7.138 -1.674 -0.33
C 4.525 -5.907 -1.055 -0.78
N 5.592 -9.593 -3.009 -0.72
H 7.706 -7.710 -4.871 0.37
H 6.178 -8.518 -5.390 0.33
H 7.447 -9.411 -4.573 0.41
H 7.147 -8.412 -2.449 0.23
H 4.464 -7.250 -3.696 0.25
H 5.837 -6.226 -3.269 0.38
H 4.429 -6.031 0.024 0.28
H 3.638 -5.387 -1.414 0.28
H 5.370 -5.220 -1.100 0.32
H 4.895 -9.523 -2.281 0.28
H 5.048 -9.882 -3.809 0.24
C -5.508 -0.705 -5.482 -1.31
C -4.548 0.025 -6.393 0.66
C -4.838 -0.335 -7.875 -0.95
O -3.804 0.085 -8.753 -0.30
C -3.917 -0.384 -10.079 -0.74
N -4.636 1.405 -6.112 -0.75
H -5.294 -0.526 -4.428 0.35
H -5.273 -1.762 -5.606 0.36
H -6.567 -0.568 -5.702 0.30
H -3.531 -0.321 -6.205 0.21
H -5.727 0.185 -8.233 0.40
H -5.009 -1.407 -7.968 0.42
H -4.848 -0.139 -10.590 0.29
H -3.750 -1.459 -10.022 0.30
H -3.116 -0.031 -10.729 0.27
H -3.975 1.758 -5.435 0.24
H -4.413 1.917 -6.953 0.25
C -2.034 -6.532 -1.462 -1.44
C -2.050 -7.876 -2.304 0.34
C -2.396 -7.584 -3.840 -0.67
O -2.394 -8.733 -4.656 -0.32
C -2.645 -8.399 -6.062 -0.73
N -0.786 -8.587 -1.968 -0.68
H -3.043 -6.135 -1.350 0.37
H -1.395 -5.809 -1.970 0.35
H -1.561 -6.608 -0.483 0.40
H -2.843 -8.453 -1.828 0.30
H -1.718 -6.828 -4.235 0.32
H -3.402 -7.171 -3.915 0.38
H -2.648 -9.356 -6.583 0.25
H -1.921 -7.734 -6.532 0.32
H -3.538 -7.785 -6.180 0.30
H -0.714 -9.385 -2.583 0.29
H -0.058 -7.943 -2.242 0.23
C -3.519 8.669 -4.268 -1.44
C -2.801 8.398 -5.596 0.60
C -2.706 9.537 -6.651 -0.62
O -4.054 9.814 -7.114 -0.31
C -4.086 10.809 -8.128 -0.72
N -1.533 7.873 -5.239 -0.71
H -3.732 7.749 -3.724 0.37
H -4.419 9.213 -4.555 0.33
H -2.838 9.284 -3.680 0.35
H -3.291 7.537 -6.051 0.23
H -1.996 9.148 -7.381 0.29
H -2.339 10.474 -6.232 0.33
H -3.489 11.674 -7.840 0.31
H -5.122 11.149 -8.148 0.25
H -3.798 10.488 -9.129 0.27
H -1.146 7.446 -6.069 0.21
H -1.660 7.134 -4.562 0.25
C 9.953 3.459 -4.379 -1.36
C 10.891 4.601 -4.739 0.35
C 12.351 4.314 -4.615 -0.59
O 12.589 3.949 -3.220 -0.32
C 13.967 3.747 -3.041 -0.75
N 10.509 4.874 -6.138 -0.71
H 10.123 3.134 -3.353 0.35
H 10.168 2.537 -4.919 0.33
H 8.918 3.771 -4.517 0.36
H 10.529 5.473 -4.194 0.29
H 12.916 5.216 -4.852 0.35
H 12.618 3.526 -5.320 0.32
H 14.514 4.687 -2.973 0.29
H 14.418 3.190 -3.863 0.31
H 14.179 3.189 -2.129 0.26
H 10.701 4.020 -6.642 0.28
H 11.125 5.562 -6.547 0.24
C 4.391 -6.126 6.595 -1.37
C 2.902 -5.896 6.727 0.42
C 2.373 -6.938 7.697 -0.68
O 2.363 -8.248 7.114 -0.29
C 1.741 -9.207 8.002 -0.77
N 2.608 -4.483 6.929 -0.71
H 4.868 -6.267 7.564 0.30
H 4.837 -5.281 6.070 0.41
H 4.643 -7.013 6.014 0.32
H 2.487 -6.141 5.750 0.23
H 1.361 -6.599 7.919 0.35
H 2.913 -6.915 8.643 0.36
H 0.787 -8.951 8.462 0.30
H 2.404 -9.380 8.850 0.32
H 1.732 -10.197 7.545 0.29
H 3.150 -3.946 6.267 0.27
H 2.962 -4.279 7.853 0.26
C 4.115 8.344 -2.117 -1.37
C 3.983 9.885 -2.082 0.21
C 4.114 10.644 -3.451 -0.67
O 3.947 12.085 -3.412 -0.35
C 4.818 12.714 -2.486 -0.70
N 2.602 10.061 -1.530 -0.65
H 5.034 8.116 -2.658 0.36
H 3.314 7.815 -2.634 0.34
H 4.111 7.855 -1.143 0.33
H 4.731 10.328 -1.425 0.34
H 3.428 10.167 -4.151 0.37
H 5.106 10.440 -3.852 0.36
H 4.777 13.798 -2.588 0.26
H 5.853 12.467 -2.723 0.32
H 4.590 12.509 -1.440 0.28
H 2.176 9.582 -2.310 0.29
H 2.325 11.013 -1.721 0.29
C 4.771 4.826 -10.811 -1.41
C 4.210 5.886 -9.837 0.60
C 3.556 5.317 -8.598 -0.65
O 2.213 5.059 -8.852 -0.35
C 1.803 3.915 -9.639 -0.63
N 5.402 6.694 -9.468 -0.79
H 5.026 3.927 -10.249 0.30
H 5.715 5.056 -11.306 0.51
H 4.022 4.662 -11.585 0.26
H 3.538 6.617 -10.288 0.21
H 3.608 5.909 -7.685 0.35
H 4.069 4.392 -8.336 0.34
H 0.727 4.002 -9.787 0.26
H 1.895 2.970 -9.103 0.28
H 2.215 3.865 -10.647 0.22
H 5.923 6.754 -10.331 0.26
H 5.999 6.195 -8.824 0.23
C 7.861 -3.171 -7.738 -1.39
C 6.939 -2.989 -8.902 0.52
C 5.705 -2.068 -8.581 -0.75
O 4.913 -2.779 -7.627 -0.27
C 3.888 -2.158 -6.940 -0.84
N 7.642 -2.438 -10.051 -0.77
H 8.428 -2.268 -7.512 0.36
H 8.639 -3.902 -7.956 0.35
H 7.358 -3.466 -6.817 0.31
H 6.532 -3.934 -9.265 0.30
H 5.132 -1.853 -9.483 0.34
H 6.188 -1.135 -8.288 0.36
H 3.546 -2.686 -6.050 0.28
H 2.927 -1.838 -7.343 0.32
H 4.272 -1.244 -6.486 0.32
H 6.950 -2.553 -10.778 0.28
H 8.362 -3.114 -10.263 0.27
C 1.831 1.531 -1.035 -1.50
C 0.420 1.149 -0.706 0.49
C 0.360 0.574 0.741 -0.75
O -0.816 -0.203 1.054 -0.34
C -0.931 -0.692 2.421 -0.69
N -0.419 2.340 -0.788 -0.76
H 1.903 2.134 -1.940 0.41
H 2.510 0.684 -1.141 0.37
H 2.298 2.143 -0.264 0.33
H -0.058 0.461 -1.403 0.34
H 0.544 1.423 1.399 0.31
H 1.183 -0.088 1.007 0.43
H -0.063 -1.311 2.648 0.30
H -1.820 -1.323 2.398 0.23
H -1.024 0.142 3.116 0.28
H -1.266 2.125 -0.281 0.29
H 0.031 3.005 -0.176 0.25
C -12.619 -1.335 0.060 -1.28
C -11.423 -0.844 0.734 0.54
C -10.145 -0.428 -0.042 -0.79
O -9.135 0.032 0.917 -0.35
C -8.612 1.317 0.550 -0.68
N -11.926 0.066 1.775 -0.82
H -13.382 -1.728 0.731 0.33
H -12.374 -2.311 -0.358 0.38
H -13.034 -0.765 -0.771 0.29
H -11.081 -1.691 1.328 0.22
H -10.504 0.326 -0.742 0.40
H -9.674 -1.282 -0.527 0.30
H -8.071 1.820 1.351 0.25
H -9.424 1.925 0.153 0.32
H -7.903 1.190 -0.268 0.29
H -11.061 0.273 2.254 0.31
H -12.331 -0.584 2.434 0.29
C -2.353 6.389 3.794 -1.38
C -2.054 7.205 2.557 0.53
C -2.360 8.657 2.690 -0.62
O -3.752 8.947 2.555 -0.34
C -4.001 10.348 2.268 -0.72
N -0.636 6.983 2.270 -0.72
H -2.264 5.319 3.606 0.33
H -3.364 6.490 4.190 0.35
H -1.607 6.474 4.584 0.33
H -2.590 6.793 1.702 0.28
H -1.850 9.193 1.889 0.34
H -1.880 9.020 3.599 0.28
H -3.533 10.969 3.031 0.30
H -5.057 10.618 2.255 0.27
H -3.586 10.632 1.301 0.29
H -0.054 7.302 3.031 0.24
H -0.335 7.556 1.495 0.25
C -1.687 1.093 10.457 -1.43
C -1.461 0.971 11.984 0.29
C -1.450 -0.588 12.536 -0.81
O -1.148 -0.622 13.889 -0.31
C -1.357 -1.961 14.334 -0.73
N -0.198 1.596 12.367 -0.63
H -0.919 0.607 9.857 0.37
H -1.811 2.134 10.156 0.39
H -2.638 0.661 10.148 0.38
H -2.285 1.524 12.433 0.35
H -0.788 -1.172 11.897 0.32
H -2.437 -1.036 12.420 0.38
H -0.561 -2.665 14.089 0.30
H -2.251 -2.420 13.910 0.30
H -1.436 -2.014 15.420 0.27
H -0.563 2.537 12.314 0.30
H 0.381 1.438 11.555 0.28
C -8.458 -6.907 4.002 -1.29
C -9.890 -7.053 4.623 0.22
C -10.106 -8.476 5.139 -0.53
O -10.067 -9.315 4.002 -0.28
C -10.592 -10.572 4.242 -0.77
N -9.845 -6.139 5.748 -0.71
H -8.290 -7.531 3.125 0.34
H -7.648 -7.229 4.657 0.30
H -8.195 -5.912 3.642 0.37
H -10.704 -6.737 3.970 0.33
H -11.073 -8.435 5.640 0.34
H -9.334 -8.710 5.873 0.30
H -10.425 -11.251 3.406 0.25
H -11.659 -10.534 4.459 0.30
H -10.105 -11.036 5.101 0.31
H -9.050 -6.407 6.311 0.26
H -10.672 -6.315 6.300 0.26
C -6.636 -7.091 12.149 -1.44
C -6.378 -8.033 11.006 0.64
C -5.169 -7.550 10.172 -0.70
O -5.618 -6.419 9.470 -0.29
C -4.575 -5.774 8.802 -0.80
N -6.256 -9.412 11.468 -0.81
H -7.503 -7.481 12.682 0.36
H -6.909 -6.065 11.901 0.33
H -5.765 -6.967 12.793 0.31
H -7.314 -8.066 10.450 0.23
H -4.877 -8.313 9.450 0.35
H -4.293 -7.423 10.809 0.38
H -3.962 -6.392 8.146 0.30
H -3.957 -5.435 9.633 0.34
H -4.946 -4.865 8.329 0.26
H -6.276 -10.003 10.649 0.26
H -7.112 -9.707 11.916 0.27
C 3.982 4.577 6.852 -1.40
C 4.245 3.074 6.542 0.30
C 5.378 2.849 5.490 -0.64
O 5.644 1.456 5.411 -0.28
C 6.814 1.205 4.668 -0.75
N 4.388 2.444 7.874 -0.67
H 3.765 5.161 5.957 0.35
H 4.917 5.001 7.219 0.36
H 3.281 4.852 7.640 0.37
H 3.302 2.636 6.212 0.27
H 6.259 3.363 5.874 0.33
H 5.025 3.270 4.548 0.36
H 6.758 1.726 3.712 0.30
H 6.989 0.130 4.633 0.25
H 7.690 1.650 5.140 0.32
H 5.165 2.899 8.332 0.26
H 4.752 1.512 7.743 0.27
```

Q: Which of them is the least stable? A: model two.